{
  "formula": "C9H13N4O",
  "method": "ωB97M-V/def2-TZVPD",
  "charge": 1,
  "energy_ev": -17540.4156,
  "homo_lumo_gap_ev": 7.12,
  "e_lumo_ev": -3.372,
  "de_lowest_kj_mol": 444.39,
  "elements": ["C", "C", "C", "C", "C", "C", "C", "C", "C", "N", "N", "N", "N", "O", "H", "H", "H", "H", "H", "H", "H", "H", "H", "H", "H", "H", "H"],
  "xyz": [[2.413, -2.758, -0.897], [1.166, -2.270, -1.277], [2.413, -2.929, 0.486], [0.473, -2.030, -0.084], [-2.242, 2.021, 0.430], [-0.721, 1.488, 2.044], [-1.461, 1.362, -0.607], [-0.180, 0.719, -0.225], [-0.723, -1.373, 0.088], [-1.866, 1.964, 1.814], [0.157, 0.933, 1.113], [-1.433, 2.819, -0.425], [0.860, 0.709, -1.168], [1.278, -2.412, 1.003], [3.248, -2.629, -1.539], [0.896, -1.993, -2.328], [3.221, -3.363, 1.143], [-3.411, 2.157, 0.456], [-0.453, 1.436, 3.095], [-1.895, 0.984, -1.445], [-1.637, -1.342, -0.475], [-0.995, -1.282, 1.166], [0.925, 0.327, 1.482], [-0.540, 3.307, -0.104], [-1.961, 3.522, -1.074], [1.686, 0.327, -0.652], [0.778, 0.306, -2.019]],
  "mulliken_charge": [-0.54, -0.31, -0.27, 0.22, 0.15, -0.13, -0.90, 0.15, -0.67, -0.52, -0.13, -0.24, -0.49, -0.36, 0.38, 0.49, 0.38, 0.36, 0.41, 0.65, 0.50, 0.33, 0.32, 0.36, 0.36, 0.30, 0.22]
}



{
  "formula": "C3H6Cl2N2",
  "method": "ωB97M-V/def2-TZVPD",
  "charge": 0,
  "energy_ev": -31229.7564,
  "homo_lumo_gap_ev": 8.93,
  "e_lumo_ev": 0.662,
  "de_lowest_kj_mol": 211.15,
  "elements": ["C", "C", "C", "N", "N", "Cl", "Cl", "H", "H", "H", "H", "H", "H"],
  "xyz": [[-0.796, 1.132, -1.047], [-1.129, 0.144, -0.024], [2.226, -0.247, 0.611], [-2.107, -1.904, 0.761], [-1.771, -0.824, 0.253], [2.212, -0.931, -1.040], [2.175, 1.490, 0.555], [-1.473, 1.101, -1.853], [-1.036, 2.112, -0.417], [0.208, 1.088, -1.236], [1.372, -0.655, 1.047], [3.095, -0.458, 1.212], [-2.976, -2.047, 1.179]],
  "mulliken_charge": [-0.75, 0.34, -0.26, -1.11, 0.58, -0.15, -0.14, 0.28, 0.24, 0.21, 0.21, 0.33, 0.22]
}



{
  "formula": "H5O3",
  "method": "ωB97M-V/def2-TZVPD",
  "charge": -1,
  "energy_ev": -6224.6110,
  "homo_lumo_gap_ev": 8.94,
  "e_lumo_ev": 4.841,
  "de_lowest_kj_mol": 1.88,
  "elements": ["O", "H", "O", "H", "H", "O", "H", "H"],
  "xyz": [[0.020, -0.396, -0.256], [-0.015, -1.075, -0.937], [2.499, 0.152, 0.301], [2.347, 1.011, 0.710], [1.538, -0.127, 0.075], [-2.508, 0.100, -0.021], [-2.472, 1.015, 0.281], [-1.506, -0.138, -0.117]],
  "mulliken_charge": [-1.13, 0.16, -0.72, 0.26, 0.45, -0.73, 0.26, 0.45]
}